Entry from the Open Molecules 2025 dataset: C53H44N3NiO2P2S2 as an isolated structure at a distorted geometry (the ωB97M-V functional and the def2-TZVPD basis).

The geometry in XYZ format:
```
107
Properties=species:S:1:pos:R:3:forces:R:3:mulliken_spin:R:1
Ni 0.634205 0.668567 0.139474 0.656 -0.767 -0.080 1.750
C 0.628916 1.238187 -4.245513 0.033 0.032 -0.055 0.002
O 1.996914 1.121820 -3.737462 -0.149 -0.020 -0.029 0.000
C 1.864178 1.021841 -2.431343 0.225 0.006 0.190 0.008
N 0.737600 1.277393 -1.890483 -0.331 -0.205 -0.152 0.055
C -0.205369 1.563606 -2.988764 0.112 0.068 0.047 -0.010
C -1.517501 0.837343 -2.841177 -0.082 -0.045 -0.028 0.023
C -2.374896 0.728436 -3.931132 0.019 -0.007 -0.064 -0.001
C -3.622823 0.142821 -3.785859 0.013 -0.014 0.034 -0.001
C -4.027206 -0.344578 -2.549508 -0.014 -0.001 0.024 0.002
C -3.179601 -0.241987 -1.456800 -0.023 0.017 -0.103 0.009
C -1.938984 0.353952 -1.611604 0.088 0.134 -0.024 -0.041
C 3.002789 0.614287 -1.582575 -0.158 0.043 -0.101 -0.004
C 4.276530 0.283278 -2.005929 0.028 -0.026 -0.045 0.002
C 5.183690 -0.145060 -1.047755 0.011 -0.014 0.024 -0.006
C 4.795455 -0.250113 0.284064 0.114 0.004 -0.066 0.003
C 3.497411 0.095364 0.603310 -0.112 0.000 0.085 -0.019
N 2.641994 0.531834 -0.309604 -0.090 0.086 0.054 0.055
C 2.859471 -0.059980 1.921825 0.316 0.067 -0.264 0.010
N 1.602360 0.056983 2.076417 0.014 0.263 0.241 0.085
C 1.325802 -0.396998 3.468244 -0.053 0.033 0.042 -0.001
C 2.724892 -0.380613 4.099949 0.033 -0.072 -0.021 -0.001
O 3.628069 -0.389597 2.954282 -0.150 -0.049 0.150 0.001
C 0.637432 -1.742438 3.417819 -0.082 -0.090 0.054 0.004
C -0.750840 -1.795888 3.365566 -0.009 0.034 0.053 -0.006
C -1.413624 -3.008071 3.252868 0.065 -0.057 -0.032 0.002
C -0.688517 -4.189835 3.181603 -0.009 0.073 0.000 0.000
C 0.697248 -4.147914 3.225735 0.008 0.072 0.031 0.000
C 1.355063 -2.931674 3.347335 -0.009 -0.054 -0.123 -0.002
H 0.363643 0.283071 -4.695210 0.029 -0.032 0.052 0.001
H 0.635024 2.033881 -4.983270 -0.028 -0.001 -0.042 0.000
H -0.421662 2.634523 -2.977340 0.025 0.057 0.071 0.001
H -2.069569 1.103742 -4.902766 -0.018 -0.006 0.013 0.000
H -4.277845 0.056100 -4.642863 -0.008 0.006 -0.001 0.000
H -4.995449 -0.815540 -2.442118 0.003 0.000 -0.005 0.000
H -3.473490 -0.637383 -0.493116 -0.003 0.006 0.007 -0.001
H -1.269756 0.433612 -0.760371 -0.441 -0.107 -0.105 0.001
H 4.529301 0.333751 -3.055151 0.003 0.002 0.003 0.001
H 6.187431 -0.421501 -1.339806 -0.001 0.003 -0.001 -0.001
H 5.469611 -0.606780 1.049320 -0.001 0.002 -0.003 0.001
H 0.685848 0.328177 3.965356 -0.033 -0.012 -0.049 0.002
H 2.952805 -1.245845 4.711810 -0.018 -0.057 0.029 0.001
H 2.916605 0.529751 4.666232 0.010 0.036 -0.054 0.000
H -1.325068 -0.877723 3.405589 0.024 -0.003 0.048 0.002
H -2.494790 -3.029884 3.217965 -0.012 -0.004 -0.002 0.000
H -1.199757 -5.138847 3.092743 -0.007 -0.012 -0.008 0.000
H 1.270322 -5.063562 3.160613 -0.012 0.001 0.002 0.000
H 2.438905 -2.927474 3.346412 0.030 0.040 0.052 0.000
S 1.413388 -2.031237 -3.267931 0.040 0.089 0.002 0.004
P 0.419732 -2.772695 -1.740514 0.071 0.093 -0.133 0.013
S 0.458030 -1.722245 0.012755 -0.182 0.177 0.246 0.052
C 1.057215 -4.413091 -1.277039 0.054 -0.083 0.079 -0.005
C 0.804342 -5.474008 -2.147158 0.044 0.012 0.009 -0.001
C 1.302619 -6.736662 -1.872443 -0.001 0.022 0.014 0.000
C 2.056585 -6.952421 -0.725154 -0.002 0.003 -0.005 0.001
C 2.312506 -5.901460 0.141608 -0.039 0.033 -0.025 0.001
C 1.813243 -4.633348 -0.131099 0.012 -0.007 -0.038 0.005
C -1.303272 -3.165339 -2.165278 -0.148 0.111 0.053 -0.008
C -1.774703 -2.995844 -3.458913 -0.026 -0.059 -0.005 0.000
C -3.071947 -3.383179 -3.781560 0.062 -0.006 0.009 0.000
C -3.895359 -3.931224 -2.812243 0.003 0.018 0.014 0.000
C -3.430349 -4.088462 -1.509853 0.025 0.034 -0.022 0.002
C -2.140090 -3.705486 -1.186094 0.043 -0.010 -0.002 0.006
H 0.221091 -5.308825 -3.045086 -0.009 -0.003 -0.005 0.000
H 1.102755 -7.554395 -2.552368 -0.005 0.004 0.000 0.000
H 2.441747 -7.940549 -0.508723 0.004 0.005 -0.006 0.000
H 2.900569 -6.069187 1.035321 0.008 0.007 0.003 0.000
H 2.000748 -3.812762 0.549452 -0.001 -0.026 -0.012 0.002
H -1.114231 -2.579521 -4.209455 -0.011 0.011 -0.008 0.000
H -3.433490 -3.262550 -4.794900 0.006 0.012 0.001 0.000
H -4.901752 -4.238424 -3.067395 0.003 -0.010 0.002 0.000
H -4.073161 -4.520249 -0.753513 0.001 0.001 0.008 0.000
H -1.767695 -3.838927 -0.175488 -0.010 0.020 -0.008 -0.006
C -4.235643 3.736746 -1.029393 0.011 -0.001 0.006 0.005
C -3.040292 4.072142 -1.648899 -0.011 -0.021 0.011 -0.002
C -1.836304 3.834503 -1.006223 0.013 0.011 -0.032 0.005
C -1.806476 3.254480 0.261470 0.057 -0.003 -0.036 -0.003
C -3.011011 2.947026 0.887369 -0.034 -0.019 -0.025 0.005
C -4.217368 3.188275 0.243783 0.034 0.002 0.000 -0.002
P -0.175628 2.783356 0.940828 0.030 0.246 0.040 -0.029
C -0.313271 2.920273 2.751732 -0.034 -0.098 0.009 -0.013
C 0.383902 3.871898 3.490366 0.019 0.024 0.011 0.007
C 0.260236 3.909952 4.873907 0.020 -0.023 -0.019 -0.001
C -0.557895 3.003792 5.531968 -0.010 -0.016 -0.006 0.003
C -1.245803 2.039650 4.805404 0.027 0.055 -0.015 -0.001
C -1.110286 1.993958 3.427165 -0.048 -0.016 -0.056 0.018
C 0.901649 4.160508 0.449064 0.001 -0.005 0.055 0.004
C 2.200444 3.896320 0.028042 0.005 0.085 0.005 0.007
C 3.054405 4.935457 -0.321375 -0.032 -0.020 0.015 -0.002
C 2.608692 6.245283 -0.252189 -0.023 0.020 0.006 0.000
C 1.312484 6.519520 0.171938 0.009 -0.015 -0.003 0.000
C 0.462162 5.484269 0.522553 0.001 -0.005 -0.011 -0.003
H -5.177037 3.914958 -1.531905 0.003 -0.002 0.005 0.000
H -3.044995 4.522320 -2.633241 0.003 0.000 0.003 0.000
H -0.910516 4.123561 -1.487378 0.002 -0.017 -0.017 0.001
H -3.030229 2.529111 1.882363 0.021 -0.025 0.037 0.001
H -5.145550 2.944979 0.743742 0.001 0.001 0.000 0.000
H 1.029503 4.585283 2.994926 -0.024 0.001 -0.003 0.001
H 0.807315 4.654260 5.437431 -0.006 0.003 -0.002 0.000
H -0.655560 3.043548 6.608799 0.000 0.000 -0.003 0.000
H -1.873892 1.317591 5.311357 -0.005 0.006 0.001 0.000
H -1.621933 1.217595 2.868463 0.004 0.006 0.000 0.007
H 2.547765 2.875635 -0.024478 0.017 -0.039 0.001 0.000
H 4.063317 4.720738 -0.648757 -0.004 -0.007 0.001 0.000
H 3.269222 7.056572 -0.528751 -0.008 0.001 0.004 0.000
H 0.965330 7.542692 0.227360 0.000 0.000 0.004 0.000
H -0.548030 5.702801 0.848618 0.010 -0.004 -0.005 0.000
```
Positions in Å, forces in eV/Å.

Results
E_LUMO (spin up / spin down)   -0.10911 / -0.11309 hartree
Frontier orbital gap (spin up / spin down)   6.9 / 6.8 eV
HOMO level (spin up / spin down)   -9.890 / -9.906 eV
2S+1   3
Charge   +1

Entry from the Open Molecules 2025 dataset: C53H45Br2CaN4O7 as an isolated structure at a distorted geometry (the ωB97M-V functional and the def2-TZVPD basis).

The geometry in XYZ format:
```
112
Properties=species:S:1:pos:R:3:forces:R:3:mulliken_charge:R:1
Ca -0.380546 0.113976 -0.329716 -0.545 -0.054 0.311 2.704
C 3.250220 3.778453 -8.889083 -1.573 0.710 -0.285 -0.851
O 3.813020 2.709592 -8.219745 0.885 -0.612 -0.058 -0.448
C 3.294570 2.282654 -7.039393 -0.359 -0.806 0.838 0.843
C 2.238493 2.908480 -6.366141 0.621 -0.160 -1.129 -0.437
C 1.685740 2.322757 -5.249051 -0.861 -0.398 1.152 -0.958
C 2.146881 1.113141 -4.705475 0.166 0.497 0.754 -0.127
C 3.242049 0.527581 -5.369825 -0.310 0.319 0.942 -0.284
C 3.830790 1.096330 -6.489103 -0.302 0.063 -0.338 -0.869
C 1.674589 0.671800 -3.297484 -1.051 -1.861 -1.003 0.797
C 1.070572 -0.655220 -3.087905 1.438 1.855 -0.915 0.754
C 1.072496 -1.598012 -4.142824 -0.582 -1.158 -1.677 -1.278
C 0.599645 -2.781100 -3.656965 0.367 -0.210 -0.603 -1.557
C 0.307057 -2.533185 -2.266288 0.368 0.070 -0.344 0.214
N 0.606839 -1.222571 -1.983175 -0.366 0.251 0.983 0.027
C -0.058395 -3.508563 -1.365096 -0.424 -0.095 0.653 1.473
C -0.156685 -3.282135 0.044920 -0.582 1.014 -0.563 0.058
C -0.501218 -4.274077 1.013679 0.179 -0.755 -0.421 -1.425
C -0.453313 -3.673670 2.213299 -0.545 -0.424 1.254 -1.356
C -0.172078 -2.293304 1.995701 0.202 -0.032 -1.412 0.298
C 0.024180 -1.396018 3.031138 0.228 1.220 0.990 1.670
C -0.262494 -1.934072 4.414730 -1.220 0.109 0.713 -0.861
C -1.574034 -2.258865 4.803801 0.121 -0.423 0.696 -0.239
C -1.896634 -2.719318 6.103042 0.134 0.055 -1.164 -0.686
C -0.899159 -2.904192 7.047963 -0.003 -0.337 0.611 0.760
O -1.130213 -3.358291 8.347874 0.191 -0.050 -0.919 -0.457
C -2.449253 -3.257541 8.808240 -1.046 1.334 -0.169 -0.811
C 0.416574 -2.654176 6.697846 0.149 0.764 -0.712 -1.096
C 0.681459 -2.133181 5.410313 0.517 -0.404 0.571 0.250
C 0.448045 -0.047826 2.900092 -0.572 -0.680 0.382 -0.031
N 0.674038 0.574247 1.708582 0.403 -0.982 -0.173 -0.591
C 1.126956 1.778974 1.984838 0.327 2.102 -0.175 0.132
C 1.601132 2.747363 1.036179 -1.043 0.516 1.581 1.312
C 1.711793 4.154770 1.571552 1.650 0.439 0.430 -0.712
C 0.760074 5.144707 1.333626 0.712 0.343 0.879 -0.518
C 0.866026 6.388115 1.988488 1.042 0.268 0.301 -0.612
C 1.972749 6.748926 2.819727 -0.747 -1.440 -0.949 0.974
O 2.085980 7.947438 3.482545 -0.473 0.467 -0.151 -0.486
C 1.115951 8.960875 3.145596 0.271 -0.182 -0.142 -0.763
C 3.002438 5.788728 2.979488 -2.095 -0.148 -1.019 -0.923
C 2.840223 4.527401 2.355746 0.085 0.479 0.554 -0.009
C 1.785657 2.528821 -0.279256 -0.357 -1.427 -1.517 -0.013
C 2.425431 3.448057 -1.171729 -0.125 0.744 -0.382 -1.313
C 2.450897 2.937785 -2.390460 -0.132 -1.946 -0.836 -1.514
C 1.810946 1.555665 -2.248915 0.916 2.271 -0.712 0.436
N 1.414750 1.385002 -0.997446 0.817 0.774 1.152 0.017
C 1.099413 2.055257 3.405240 0.385 0.718 0.235 -1.042
C 0.671019 0.910126 3.956290 0.181 -2.150 2.329 -1.313
N -0.028761 -2.044586 0.623287 -0.029 -1.661 1.377 -0.333
C -0.315579 -4.897670 -1.867189 0.998 0.140 0.412 -0.392
C 0.541351 -5.934805 -1.478098 0.627 -0.275 -0.290 -0.168
C 0.384499 -7.215176 -1.984159 -0.659 -0.603 0.375 -0.911
C -0.720295 -7.491525 -2.817992 1.049 0.498 0.150 0.942
O -0.922474 -8.801867 -3.077648 -0.607 -0.294 -0.970 -0.438
C -2.064421 -9.092828 -3.885319 0.657 -1.822 0.110 -0.893
C -1.469427 -6.456204 -3.339442 -1.001 -0.071 0.086 -0.770
C -1.277545 -5.187910 -2.794314 -1.046 0.989 -0.429 -0.232
H 3.779440 3.985639 -9.806386 0.312 -0.431 -0.261 0.257
H 3.276875 4.698380 -8.335454 0.230 0.569 0.672 0.341
H 2.169120 3.643858 -9.122598 0.542 -0.310 0.018 0.342
H 1.854229 3.825467 -6.785665 -0.232 0.103 0.201 0.383
H 0.861692 2.822356 -4.717587 0.396 -0.149 -0.371 0.492
H 3.667642 -0.327928 -4.857242 0.196 -0.153 -0.421 0.527
H 4.680829 0.588935 -6.947809 -0.220 0.325 -0.040 0.364
H 1.292587 -1.324481 -5.169848 0.217 -0.357 0.181 0.529
H 0.538594 -3.773444 -4.126203 -0.034 0.801 0.061 0.408
H -0.749726 -5.317376 0.865800 0.171 0.146 -0.269 0.508
H -0.654932 -4.175676 3.169821 0.233 0.463 -0.521 0.377
H -2.368761 -2.238022 4.078759 -0.197 0.266 -0.200 0.526
H -2.918020 -3.017962 6.300901 0.020 0.145 0.041 0.397
H -2.433280 -3.201449 9.887061 0.274 0.111 0.323 0.274
H -3.144850 -4.073446 8.582806 0.430 -0.231 -0.508 0.290
H -2.907407 -2.309257 8.411874 0.256 -0.778 0.480 0.354
H 1.200558 -2.781029 7.451150 -0.226 0.026 -0.438 0.366
H 1.688732 -1.903893 5.134031 0.659 0.073 0.118 0.534
H -0.063626 4.958105 0.668295 -0.396 -0.101 -0.086 0.724
H 0.103498 7.123179 1.809504 -0.308 0.023 -0.054 0.332
H 1.438958 9.959640 3.506273 0.250 -0.846 -0.281 0.236
H 0.133536 8.780544 3.576467 -0.053 -0.357 0.320 0.315
H 0.963714 8.940349 2.065472 0.201 0.465 -0.037 0.306
H 3.803041 6.059471 3.624381 0.777 -0.149 0.269 0.437
H 3.635084 3.795541 2.545798 -0.405 0.139 -0.217 0.388
H 2.773602 4.419541 -0.960080 0.369 0.858 0.647 0.535
H 2.893593 3.356837 -3.293609 -0.188 -0.158 0.399 0.412
H 1.425154 2.960363 3.942744 -0.269 -0.634 -0.575 0.424
H 0.686307 0.575041 5.033249 -0.306 0.836 -1.273 0.370
H 1.382890 -5.664738 -0.842351 -0.163 -0.301 0.018 0.516
H 0.969669 -8.114425 -1.704376 -0.141 0.956 -0.003 0.329
H -2.069153 -10.200946 -3.959577 0.019 0.630 0.013 0.239
H -2.029938 -8.717785 -4.913528 0.175 0.332 0.277 0.310
H -2.972186 -8.821174 -3.375582 -0.445 0.460 0.105 0.398
H -2.291324 -6.639791 -4.054682 0.598 0.211 0.554 0.300
H -1.938512 -4.344830 -3.045945 0.247 -0.540 -0.311 0.443
C -2.837329 3.151586 2.528417 0.142 0.044 -0.477 -1.597
C -2.910832 2.231585 1.281182 0.201 -1.013 2.499 2.165
C -4.325677 1.976399 0.890297 -0.720 -0.244 0.409 -1.940
O -2.259625 0.925251 1.628998 -3.026 0.664 -1.523 -0.444
C -2.250809 2.875103 0.112031 2.039 1.041 -2.362 -0.240
O -2.574290 4.056300 -0.195259 0.490 -1.931 0.546 -0.799
O -1.374369 2.126338 -0.498697 -1.481 1.501 0.434 -0.455
H -3.382168 2.786020 3.397846 0.042 -0.510 -0.102 0.379
H -3.235099 4.152571 2.336431 0.171 -0.177 -0.364 0.380
H -1.783683 3.247316 2.775537 0.203 0.195 0.297 0.268
H -5.009756 1.842016 1.732578 0.300 -0.590 0.149 0.421
H -4.373261 1.153164 0.182368 -0.246 -0.013 -0.090 0.172
H -4.665793 2.900073 0.469632 -0.249 0.441 -0.780 0.483
H -1.464276 1.116996 2.061872 1.949 0.579 1.129 -0.046
Br -3.956912 -2.455070 0.262742 0.049 0.464 -1.028 -0.122
C -4.136109 -1.956292 -1.654385 -0.502 -1.924 0.239 -0.541
Br -3.157826 -0.488539 -2.265913 0.410 0.891 0.044 -0.011
H -5.196451 -1.868701 -1.877195 0.092 0.460 0.309 0.481
H -3.795380 -2.816844 -2.238929 0.115 0.130 0.478 0.214
```
Positions in Å, forces in eV/Å.

Results
E_LUMO (spin up / spin down)   0.05713 / 0.05714 hartree
Energy relative to the best compared isomer or geometry (same formula, charge and spin)   0.0 kJ/mol
Frontier orbital gap (spin up / spin down)   5.6 / 5.6 eV
HOMO level (spin up / spin down)   -4.049 / -4.049 eV
2S+1   1
Charge   -1